Record 1
{
  "formula": "C27H24F5N9OTi",
  "method": "wB97M-V/def2-TZVPD",
  "symbols": ["Ti", "C", "C", "C", "C", "C", "C", "N", "C", "C", "C", "C", "C", "C", "N", "N", "C", "C", "C", "C", "C", "N", "H", "H", "H", "H", "H", "H", "H", "H", "H", "H", "H", "H", "H", "C", "N", "C", "C", "N", "N", "C", "N", "N", "H", "H", "H", "H", "H", "H", "H", "H", "H", "H", "H", "F", "C", "C", "F", "C", "F", "C", "O", "C", "F", "C", "F"],
  "coordinates": [[-0.12571, 0.47501, -0.76197], [-1.97302, -3.64371, 2.44810], [-0.62681, -3.70966, 2.11981], [0.04173, -2.58215, 1.69041], [-0.62613, -1.35285, 1.55386], [-1.99009, -1.30686, 1.87162], [-2.64707, -2.43985, 2.31596], [0.05283, -0.23350, 1.09343], [1.26104, 0.08171, 1.63557], [1.62915, -0.08936, 2.97751], [2.84311, 0.38479, 3.43419], [3.73597, 1.02105, 2.57018], [3.43583, 1.16314, 1.23144], [2.20825, 0.68860, 0.74877], [1.77577, 0.70192, -0.52946], [2.56104, 1.01212, -1.54892], [1.88430, 0.93489, -2.70390], [2.52863, 1.05312, -3.95407], [1.78941, 0.92770, -5.10399], [0.40540, 0.73444, -5.00795], [-0.17445, 0.65282, -3.76145], [0.52875, 0.73036, -2.62871], [-2.48987, -4.51911, 2.81347], [-0.09615, -4.64888, 2.19570], [1.09272, -2.61939, 1.43553], [-2.51912, -0.36383, 1.79238], [-3.69639, -2.38189, 2.57241], [0.94562, -0.58826, 3.65022], [3.10856, 0.26220, 4.47558], [4.67360, 1.39609, 2.95298], [4.12379, 1.61433, 0.53161], [3.59290, 1.21807, -3.97676], [2.26500, 0.98727, -6.07298], [-0.19917, 0.67427, -5.89588], [-1.24951, 0.54528, -3.64895], [-0.79151, 3.32752, 3.40825], [-0.38300, 3.61455, 2.04174], [0.97741, 4.11641, 1.94148], [-0.80165, 2.76476, 1.01745], [-0.09435, 2.43335, -0.02266], [-2.11531, 2.33230, 1.10110], [-2.76230, 1.57867, 0.15627], [-4.10980, 1.39077, 0.39590], [-2.16429, 1.16323, -0.90734], [-0.46154, 4.14743, 4.04466], [-0.35576, 2.39355, 3.78353], [-1.87559, 3.27423, 3.49536], [1.11992, 4.86627, 2.71754], [1.11180, 4.61254, 0.97994], [1.73726, 3.33314, 2.06401], [0.82455, 2.86974, -0.02714], [-2.66584, 2.67644, 1.87396], [-4.46131, 1.48188, 1.33501], [-4.55579, 0.65315, -0.12767], [-2.76927, 0.59576, -1.50144], [0.40642, -5.74461, -3.71257], [0.07287, -4.58155, -3.12289], [1.00473, -3.88232, -2.35043], [2.24032, -4.37719, -2.18945], [0.63853, -2.68627, -1.77280], [1.50968, -1.91440, -1.05588], [-0.66381, -2.14473, -1.88477], [-1.00536, -1.06379, -1.29291], [-1.56592, -2.87740, -2.69285], [-2.80148, -2.34765, -2.85582], [-1.21264, -4.06248, -3.29714], [-2.09688, -4.72317, -4.05820]],
  "atomic_forces_ev_per_a": [[-0.421, 0.740, 0.874], [-0.131, 0.004, 0.024], [0.003, -0.048, 0.048], [-0.073, 0.374, -0.112], [-0.382, -0.881, 0.522], [0.485, 0.158, -0.116], [-0.116, -0.162, 0.045], [-0.533, 0.075, -0.773], [1.933, 0.803, 0.894], [-0.440, 0.112, -0.486], [0.527, 0.243, 0.030], [-0.094, -0.124, 0.492], [-0.533, -0.087, -0.509], [0.519, -0.354, 1.793], [-1.955, -0.522, -0.860], [1.132, 0.358, -2.281], [1.191, 0.422, 1.986], [-0.247, -0.006, -1.303], [1.183, 0.226, 0.857], [-1.226, -0.118, 0.741], [-0.353, 0.002, -1.877], [0.894, -0.078, 0.398], [-0.047, -0.063, -0.030], [0.034, -0.041, 0.037], [0.034, -0.041, 0.002], [0.049, -0.050, 0.014], [-0.071, -0.008, 0.019], [-0.070, -0.042, 0.074], [0.006, -0.031, 0.046], [0.108, -0.008, 0.029], [0.061, 0.006, -0.039], [0.109, -0.011, 0.072], [0.049, 0.013, -0.015], [-0.194, -0.052, -0.065], [0.066, -0.123, -0.072], [-0.185, -0.155, 0.173], [-0.349, -0.725, -0.839], [0.240, 0.085, -0.146], [0.729, 0.720, -0.241], [-0.298, 1.488, 1.119], [0.077, -0.029, 0.648], [-0.680, -0.014, -0.786], [0.417, 0.077, 0.016], [-0.905, 0.052, 0.360], [-0.055, -0.037, -0.061], [-0.010, 0.052, -0.056], [-0.014, 0.014, 0.123], [-0.029, -0.021, -0.034], [0.078, -0.002, 0.039], [-0.098, -0.016, -0.029], [-0.164, -0.224, 0.120], [0.157, -0.092, -0.194], [0.079, 0.034, 0.023], [0.106, 0.046, -0.010], [0.120, 0.053, 0.233], [-0.052, 0.356, 0.213], [-0.096, 0.144, 0.046], [-0.045, -0.358, -0.290], [-0.290, 0.144, -0.057], [-0.285, 1.201, 0.566], [-0.267, -1.345, -0.639], [0.722, -2.576, -1.322], [-1.304, 0.131, -0.045], [0.136, 0.961, 0.667], [0.265, -0.382, -0.085], [0.355, -0.365, -0.106], [0.152, 0.092, 0.133]],
  "nbo_charge": [1.57, -0.23, -0.20, -0.26, 0.27, -0.26, -0.21, -0.73, 0.13, -0.27, -0.24, -0.24, -0.27, 0.18, -0.46, -0.37, 0.31, -0.23, -0.19, -0.32, 0.07, -0.64, 0.21, 0.21, 0.23, 0.18, 0.20, 0.21, 0.21, 0.21, 0.23, 0.23, 0.21, 0.22, 0.19, -0.41, -0.43, -0.43, 0.69, -0.76, -0.61, 0.66, -0.81, -0.76, 0.22, 0.22, 0.18, 0.22, 0.21, 0.23, 0.40, 0.41, 0.39, 0.41, 0.39, -0.29, 0.24, 0.33, -0.30, 0.23, -0.29, 0.30, -0.72, 0.26, -0.31, 0.27, -0.29],
  "max_force_ev_per_a": 3.0,
  "lumo_energy_ha": [-0.01023, -0.01024],
  "homo_lumo_gap_ev": [5.5, 5.5],
  "relative_energy_kcal_mol": 20.9,
  "mol_weight_g_mol": 633.4,
  "multiplicity": 1,
  "energy_ha": -2960.21736
}

---

Record 2
{
  "formula": "C27H24F6N2O4PSSbTi",
  "method": "wB97M-V/def2-TZVPD",
  "symbols": ["Ti", "C", "C", "C", "C", "C", "C", "C", "S", "O", "O", "N", "C", "C", "O", "O", "H", "H", "H", "H", "H", "H", "H", "H", "H", "F", "Sb", "F", "F", "F", "F", "F", "N", "P", "C", "C", "C", "C", "C", "C", "C", "C", "C", "C", "C", "C", "C", "C", "C", "C", "C", "C", "H", "H", "H", "H", "H", "H", "H", "H", "H", "H", "H", "H", "H", "H", "H"],
  "coordinates": [[-0.20187, -0.24231, 0.34329], [-4.90577, 6.16436, -1.01978], [-4.20919, 4.84725, -1.02530], [-3.61721, 4.35402, 0.13748], [-2.99264, 3.12091, 0.14244], [-2.95477, 2.38086, -1.03253], [-3.52615, 2.84864, -2.20524], [-4.14715, 4.08485, -2.19280], [-2.23667, 0.77742, -0.92249], [-0.78081, 0.83064, -1.22412], [-2.92230, -0.10290, -1.95043], [-2.25174, 0.30450, 0.53771], [-2.97484, -0.75488, 1.16839], [-1.92925, -1.61346, 1.97668], [-2.30457, -2.44671, 2.75222], [-0.70790, -1.29309, 1.70994], [-4.98985, 6.55731, -0.01082], [-5.89983, 6.06716, -1.45079], [-4.35226, 6.88270, -1.62297], [-3.66628, 4.93573, 1.04627], [-2.54170, 2.70761, 1.03460], [-3.49297, 2.24577, -3.09887], [-4.60927, 4.46417, -3.09127], [-3.47747, -1.40931, 0.44567], [-3.69827, -0.35915, 1.88752], [1.27917, -0.97602, -0.09143], [-1.44117, -1.17372, -2.88876], [0.50225, -1.27855, -2.79270], [-1.09838, 0.54997, -3.77195], [-1.76632, -1.65962, -4.70073], [-2.58173, -2.72342, -2.58593], [-1.06551, -1.75497, -0.87554], [0.35334, 1.21971, 1.35814], [1.88790, 1.49979, 1.62822], [2.09820, 2.55424, 3.09178], [3.13386, 2.32862, 3.98821], [3.26331, 3.15223, 5.09404], [2.36687, 4.18757, 5.29792], [1.33488, 4.40709, 4.40005], [1.19280, 3.58918, 3.29261], [2.81615, -0.05014, 1.90676], [4.03641, -0.30299, 1.29705], [4.65001, -1.52784, 1.50262], [4.04002, -2.48956, 2.29145], [2.82072, -2.22905, 2.89998], [2.19922, -1.00732, 2.71004], [2.64552, 2.34329, 0.19398], [2.30610, 1.88869, -1.07668], [2.86780, 2.49980, -2.18548], [3.76115, 3.54718, -2.02410], [4.09556, 3.99135, -0.75531], [3.53373, 3.39765, 0.36350], [3.82893, 1.51630, 3.82708], [4.06048, 2.98027, 5.79996], [2.46754, 4.81792, 6.16799], [0.63932, 5.21240, 4.57231], [0.38753, 3.73478, 2.58615], [4.49468, 0.43997, 0.66022], [5.59698, -1.73368, 1.03016], [4.50690, -3.45409, 2.41575], [2.34795, -2.97982, 3.51393], [1.23671, -0.79051, 3.16515], [1.61975, 1.05630, -1.20177], [2.60761, 2.14680, -3.17120], [4.20059, 4.01360, -2.89252], [4.80066, 4.79807, -0.63459], [3.79136, 3.74330, 1.35457]],
  "atomic_forces_ev_per_a": [[-0.663, -1.842, -0.206], [-0.020, 0.101, -0.022], [0.138, -0.228, 0.071], [0.070, -0.134, -0.141], [0.124, -0.064, 0.208], [0.017, -0.557, 0.039], [-0.036, -0.015, -0.281], [0.117, -0.145, 0.116], [-2.422, 1.590, 1.353], [0.459, 0.530, -0.768], [0.483, 0.339, 0.140], [0.441, 0.405, -1.349], [-0.333, -0.979, 0.868], [-3.720, -0.422, 0.427], [0.575, 0.302, -0.268], [1.720, -0.048, 0.369], [-0.059, 0.065, 0.029], [-0.080, 0.062, -0.007], [0.003, 0.078, -0.047], [0.018, 0.010, 0.071], [-0.074, 0.115, 0.094], [-0.021, -0.015, -0.163], [-0.026, -0.025, -0.129], [0.039, 0.058, 0.210], [0.023, -0.178, -0.164], [1.428, -0.579, -0.716], [1.336, -1.716, -2.007], [-1.993, -0.240, -0.260], [-0.591, -1.083, 1.157], [0.306, 0.096, 1.027], [1.072, 1.482, -0.148], [-0.215, 0.907, -1.003], [-0.895, 1.414, 0.250], [3.915, 0.598, 1.279], [-0.240, -0.451, -0.562], [0.103, -0.068, -0.013], [0.080, -0.024, 0.008], [0.037, -0.054, 0.031], [-0.125, 0.053, -0.095], [0.015, 0.028, 0.026], [-0.542, 0.642, 0.113], [-0.032, 0.103, -0.007], [0.012, 0.064, -0.045], [-0.068, 0.034, -0.032], [-0.136, 0.012, 0.067], [0.135, 0.139, 0.173], [-0.781, -0.345, 0.219], [-0.072, -0.064, -0.118], [-0.091, -0.171, -0.023], [-0.045, -0.069, -0.015], [0.060, -0.041, 0.092], [-0.037, 0.063, 0.196], [0.023, -0.054, 0.022], [0.084, -0.021, 0.061], [0.003, 0.075, 0.063], [-0.104, 0.093, -0.010], [-0.104, 0.090, 0.006], [0.054, 0.029, -0.060], [0.107, -0.036, -0.051], [0.065, -0.077, 0.068], [-0.049, -0.077, 0.038], [0.157, -0.157, 0.064], [0.289, 0.205, -0.176], [-0.022, -0.018, -0.102], [0.033, 0.056, -0.062], [0.066, 0.095, 0.041], [-0.008, 0.064, 0.054]],
  "nbo_charge": [1.60, -0.64, 0.06, -0.20, -0.18, -0.30, -0.15, -0.21, 2.30, -0.89, -0.93, -0.92, -0.35, 0.79, -0.51, -0.63, 0.23, 0.24, 0.24, 0.23, 0.25, 0.25, 0.24, 0.25, 0.24, -0.44, 3.01, -0.61, -0.65, -0.62, -0.61, -0.62, -0.78, 1.70, -0.43, -0.12, -0.22, -0.16, -0.20, -0.17, -0.42, -0.18, -0.19, -0.16, -0.21, -0.13, -0.39, -0.17, -0.18, -0.16, -0.21, -0.12, 0.23, 0.23, 0.23, 0.23, 0.22, 0.23, 0.23, 0.23, 0.24, 0.22, 0.22, 0.24, 0.23, 0.23, 0.23],
  "max_force_ev_per_a": 4.2,
  "lumo_energy_ha": [-0.16111, -0.25291],
  "homo_lumo_gap_ev": [8.1, 5.6],
  "relative_energy_kcal_mol": 64.0,
  "s_squared": 0.76,
  "mol_weight_g_mol": 787.2,
  "multiplicity": 2,
  "total_charge": 1,
  "energy_ha": -3882.11997
}

---

Record 3
{
  "formula": "C27H24FLiN2O5S",
  "method": "wB97M-V/def2-TZVPD",
  "symbols": ["Li", "N", "C", "O", "C", "C", "H", "H", "H", "H", "H", "H", "C", "C", "C", "C", "C", "C", "C", "F", "C", "C", "C", "O", "C", "C", "N", "C", "C", "O", "O", "H", "H", "H", "H", "H", "H", "H", "H", "H", "H", "H", "C", "C", "O", "S", "C", "C", "C", "C", "C", "C", "C", "C", "H", "H", "H", "H", "H", "H", "H"],
  "coordinates": [[0.88993, 0.65998, 1.85075], [2.80654, 3.90127, 1.09482], [2.31075, 2.75499, 0.57559], [1.33346, 2.06987, 0.99273], [2.98485, 2.33687, -0.60754], [2.43520, 1.63364, -1.63708], [2.52642, 4.16592, 2.05185], [3.69150, 4.23122, 0.66412], [3.95068, 2.85583, -0.75099], [-4.94536, -0.81920, -1.31248], [2.78257, 1.65583, -2.69571], [1.61446, 0.84872, -1.50724], [1.91301, -6.31871, -1.49733], [1.53213, -5.87763, -0.05575], [2.29736, -6.65575, 0.94308], [3.84901, -6.43737, 0.90533], [4.08953, -4.93558, 1.06589], [5.38724, -4.44912, 1.39126], [5.54878, -3.05756, 1.53430], [6.80847, -2.61712, 1.84490], [4.44336, -2.16385, 1.59318], [3.17388, -2.68075, 1.38174], [2.00026, -1.77963, 1.57884], [2.13318, -0.60472, 1.99547], [0.75317, -2.36010, 1.06901], [0.68429, -3.50458, 0.31859], [1.73339, -4.40371, 0.39716], [2.99861, -4.02201, 0.91801], [-0.62839, -1.73041, 1.35047], [-1.64556, -2.35568, 1.13212], [-0.53344, -0.51055, 1.83524], [1.87505, -7.47797, -1.55237], [2.88583, -5.93145, -1.81070], [1.20270, -6.00435, -2.22775], [0.50035, -6.09301, 0.07462], [2.09380, -7.74069, 0.85773], [2.00113, -6.45124, 2.00925], [4.32679, -6.89598, 0.00700], [4.42524, -6.96884, 1.72496], [6.15591, -5.20006, 1.46831], [4.60964, -1.14084, 1.88578], [-0.23669, -3.62176, -0.23976], [-4.75584, 9.25467, -1.56179], [-4.86597, 7.78132, -1.66629], [-4.37357, 7.12071, -2.54124], [-5.91605, 7.23381, -0.31296], [-5.59803, 5.53211, -0.56322], [-6.48828, 4.86005, -1.35097], [-6.35668, 3.43896, -1.56656], [-5.31540, 2.77890, -0.97915], [-4.46090, 3.50498, -0.16071], [-4.51230, 4.85469, -0.00218], [-5.20907, 1.39766, -1.03111], [-5.16224, 0.19354, -1.11569], [-3.76165, 9.60134, -2.07043], [-4.75129, 9.67729, -0.49972], [-5.48451, 9.71497, -2.18228], [-7.10420, 5.51557, -1.98040], [-7.15263, 2.85036, -2.07133], [-3.68590, 2.94680, 0.39814], [-3.80454, 5.43831, 0.64049]],
  "atomic_forces_ev_per_a": [[-0.912, -1.441, 0.437], [0.330, 0.213, 0.727], [-2.560, -2.622, 1.442], [2.208, 3.362, -0.471], [0.997, -0.136, -3.616], [-0.354, -1.095, 0.642], [0.359, -0.100, -1.063], [-1.225, -0.198, 0.969], [-0.578, -0.164, -0.486], [0.031, -0.344, 0.036], [0.431, -0.026, 1.213], [0.691, 1.801, 0.203], [0.264, -1.080, 0.618], [1.126, 2.015, 0.092], [1.689, -2.183, 2.372], [0.167, 0.354, 0.120], [-1.393, 0.188, -0.775], [-0.595, 1.352, -0.250], [-1.187, -1.160, 0.698], [-0.082, 0.313, -0.172], [2.896, -1.107, 0.160], [-2.567, 1.022, -0.426], [0.509, -2.856, -1.471], [0.973, 0.717, 0.598], [-0.887, 0.333, -0.134], [0.975, 0.912, 1.683], [0.471, -1.908, -1.799], [0.473, -0.802, 0.360], [1.932, 3.248, 0.580], [-0.852, -0.695, -0.206], [-0.744, -1.575, -0.647], [0.361, 1.834, 0.251], [0.024, -0.284, 0.176], [-0.667, 0.531, -0.447], [-1.045, 0.106, 0.184], [0.000, 0.320, -0.329], [-0.046, 0.297, -1.062], [-0.465, 0.491, 0.051], [-1.082, 0.437, -0.428], [0.522, 0.296, 0.110], [-0.184, 0.144, -0.031], [0.115, -0.976, 0.192], [3.389, 2.171, 0.044], [-0.619, 0.502, 0.649], [-0.028, -0.021, 0.231], [1.105, -1.154, -0.471], [-0.480, 1.698, 0.614], [-0.863, -3.037, -2.216], [-2.936, 3.428, -0.953], [0.350, -1.376, 0.786], [2.615, 0.441, 1.632], [0.844, 0.172, 1.479], [-0.071, -0.414, -0.296], [0.084, -0.384, -0.029], [-1.477, -0.667, 0.962], [-0.307, -0.747, -1.508], [-1.053, 0.466, -0.287], [-0.507, -0.767, 0.361], [0.727, 0.703, -0.002], [-0.349, 0.322, -0.520], [-0.543, -0.868, -0.576]],
  "nbo_charge": [0.91, -0.80, 0.64, -0.69, -0.32, -0.25, 0.42, 0.40, 0.18, 0.22, 0.20, 0.24, -0.62, -0.03, -0.41, -0.41, -0.14, -0.38, 0.39, -0.37, -0.37, -0.14, 0.41, -0.83, -0.28, 0.01, -0.40, 0.19, 0.77, -0.71, -0.90, 0.20, 0.22, 0.21, 0.21, 0.19, 0.22, 0.18, 0.20, 0.20, 0.23, 0.24, -0.73, 0.40, -0.57, 0.13, -0.37, -0.24, -0.24, -0.23, -0.20, -0.25, 0.01, -0.38, 0.21, 0.23, 0.23, 0.19, 0.19, 0.21, 0.19],
  "max_force_ev_per_a": 4.6,
  "lumo_energy_ha": [0.12926, 0.12956],
  "homo_lumo_gap_ev": [2.0, 2.9],
  "mol_weight_g_mol": 514.5,
  "multiplicity": 1,
  "total_charge": -2,
  "energy_ha": -2034.47752
}